[1]
C22H16F2Li | ωB97M-V with the def2-TZVPD basis set

Calculated values
Relative energy (zero: lowest compared OMol25 entry of this formula, charge and spin): 0.0 kcal/mol
Highest occupied orbital energy: -2.3 eV
Charge: -1

Atoms and positions in Å:
F: 0.605 3.405 -5.109
C: 0.067 2.552 -4.181
C: -0.819 3.063 -3.236
C: -1.265 2.208 -2.239
C: -0.852 0.835 -2.127
C: -1.301 0.097 -0.988
C: -1.233 -1.295 -0.657
C: -2.013 -1.768 0.459
C: -2.010 -3.096 0.875
C: -1.174 -3.982 0.207
F: -1.056 -5.261 0.687
C: -0.387 -3.594 -0.874
C: -0.412 -2.264 -1.293
C: 0.004 0.368 -3.167
C: 0.483 1.221 -4.160
H: -1.153 4.096 -3.307
H: -2.015 2.573 -1.540
H: -1.889 0.704 -0.276
H: -2.790 -1.102 0.859
H: -2.639 -3.450 1.691
H: 0.221 -4.332 -1.393
H: 0.174 -2.007 -2.168
H: 0.250 -0.686 -3.255
H: 1.153 0.855 -4.935
C: 1.989 2.547 1.741
Li: -1.324 -0.547 2.615
C: 1.655 2.231 0.389
C: 1.345 0.840 0.336
C: 1.290 0.319 1.670
C: 1.638 1.407 2.551
C: 1.533 1.227 3.938
C: 1.080 0.009 4.430
C: 0.711 -1.062 3.569
C: 0.929 -0.944 2.190
H: 2.450 3.463 2.124
H: 1.627 2.936 -0.457
H: 1.186 0.230 -0.557
H: 1.752 2.100 4.575
H: 1.051 -0.134 5.515
H: 0.323 -1.984 4.009
H: 0.817 -1.779 1.490



[2]
C41H43ClFN4O5Pb | ωB97M-V with the def2-TZVPD basis set

Calculated values
Relative energy (zero: lowest compared OMol25 entry of this formula, charge and spin): 0.0 kcal/mol
Highest occupied orbital energy: -4.7 eV
Charge: -1

Atoms and positions in Å:
Pb: -0.207 -0.371 1.144
O: -6.375 1.178 0.946
C: -5.214 0.862 1.018
C: -4.587 -0.402 0.467
O: -5.142 -1.234 -0.234
C: -3.198 -0.383 0.907
C: -2.907 0.815 1.587
O: -1.733 1.093 2.025
C: -4.099 1.665 1.667
O: -4.194 2.788 2.119
O: -2.299 -1.273 0.662
C: 3.151 -2.712 4.105
C: 3.478 -1.904 2.847
C: 2.778 -2.507 1.630
C: 3.266 -0.408 3.023
C: 4.395 0.403 2.954
C: 4.317 1.775 3.127
C: 3.088 2.353 3.378
C: 1.929 1.584 3.455
C: 0.611 2.281 3.736
C: 0.609 2.946 5.114
C: 0.283 3.310 2.650
C: 2.010 0.188 3.269
N: 0.836 -0.604 3.254
C: 0.265 -0.952 4.440
C: 0.774 -0.661 5.720
C: 0.122 -1.075 6.874
C: -1.060 -1.797 6.814
C: -1.586 -2.110 5.562
C: -0.927 -1.694 4.436
F: -1.438 -2.016 3.214
H: 3.546 -3.726 4.007
H: 2.075 -2.782 4.261
H: 3.591 -2.258 4.995
H: 4.554 -2.013 2.674
H: 1.703 -2.567 1.783
H: 3.136 -3.525 1.457
H: 2.967 -1.928 0.724
H: 5.358 -0.058 2.762
H: 5.210 2.386 3.066
H: 3.018 3.427 3.515
H: -0.181 1.535 3.727
H: 1.380 3.718 5.182
H: 0.784 2.215 5.904
H: -0.358 3.419 5.297
H: 0.965 4.164 2.698
H: -0.740 3.669 2.769
H: 0.361 2.872 1.653
H: 1.700 -0.105 5.793
H: 0.552 -0.825 7.837
H: -1.569 -2.112 7.715
H: -2.505 -2.672 5.450
N: 0.153 -3.110 -0.551
C: -0.722 -3.189 -1.293
C: -1.784 -3.226 -2.257
C: -3.101 -3.031 -1.849
C: -4.101 -2.968 -2.807
C: -3.791 -3.112 -4.151
C: -2.475 -3.312 -4.554
C: -1.466 -3.364 -3.609
H: -3.324 -2.857 -0.806
H: -5.115 -2.768 -2.490
H: -4.577 -3.052 -4.894
H: -2.233 -3.411 -5.605
H: -0.433 -3.493 -3.906
N: -1.109 1.386 -4.155
C: -2.206 0.651 -3.532
C: -1.764 0.182 -2.156
N: -1.284 1.267 -1.310
C: -0.265 2.061 -1.976
C: -0.679 2.534 -3.364
H: -1.359 1.677 -5.091
H: 0.327 0.102 -4.407
H: -2.436 -0.215 -4.158
H: -3.118 1.263 -3.440
H: -0.944 -0.536 -2.273
H: -2.579 -0.337 -1.652
H: -2.051 1.842 -0.978
H: 0.636 1.442 -2.069
H: -0.008 2.916 -1.347
H: 0.173 2.997 -3.869
H: -1.480 3.288 -3.269
Cl: -0.068 -0.078 -7.597
C: 1.343 0.750 -6.978
C: 1.891 1.767 -7.745
C: 2.990 2.460 -7.262
C: 3.528 2.120 -6.028
C: 2.953 1.102 -5.283
C: 1.837 0.401 -5.734
C: 1.095 -0.561 -4.828
H: 1.454 2.003 -8.706
H: 3.426 3.256 -7.851
H: 4.391 2.648 -5.644
H: 3.368 0.837 -4.318
H: 0.698 -1.411 -5.384
H: 1.719 -0.897 -4.002



[3]
C13H23N2O3PSn | ωB97M-V with the def2-TZVPD basis set

Calculated values
Relative energy (zero: lowest compared OMol25 entry of this formula, charge and spin): 44.2 kcal/mol
Highest occupied orbital energy: -5.1 eV
Charge: 0

Atoms and positions in Å:
C: -2.661 0.145 -2.733
C: -2.522 -1.054 -2.039
C: -1.837 -1.093 -0.820
C: -1.348 0.103 -0.308
C: -1.416 1.303 -1.010
C: -2.096 1.316 -2.229
C: -1.682 -2.424 -0.123
C: -0.263 -3.023 -0.060
N: 0.840 -2.059 0.018
Sn: -0.714 0.213 1.807
C: -0.804 2.577 -0.450
P: 0.934 2.345 0.056
H: -2.936 -1.981 -2.431
H: -2.186 2.255 -2.783
H: -3.207 0.157 -3.673
H: -1.357 2.930 0.435
H: -0.825 3.382 -1.204
H: -2.058 -2.355 0.910
H: -2.295 -3.162 -0.660
H: -0.195 -3.636 0.849
C: 1.558 3.727 1.007
C: 1.968 2.030 -1.379
H: -0.106 -3.685 -0.935
C: 1.323 -1.557 -1.258
C: 1.920 -2.473 0.909
H: -1.168 1.770 2.493
H: 1.764 -2.365 -1.871
H: 0.492 -1.113 -1.827
H: 2.100 -0.798 -1.080
H: 2.472 -3.342 0.505
H: 2.637 -1.652 1.050
H: 1.497 -2.763 1.886
H: 2.111 2.970 -1.932
H: 2.944 1.638 -1.057
H: 1.484 1.309 -2.058
H: 1.627 4.615 0.361
H: 0.883 3.936 1.852
H: 2.555 3.461 1.392
H: 1.010 1.222 0.961
O: -0.068 -1.241 5.506
N: -0.080 -0.708 4.422
O: 0.423 0.417 4.139
O: -0.718 -1.341 3.361



[4]
C6H9N3O2 | ωB97M-V with the def2-TZVPD basis set

Calculated values
Relative energy (zero: lowest compared OMol25 entry of this formula, charge and spin): 125.6 kcal/mol
Highest occupied orbital energy: -8.0 eV
Charge: 0

Atoms and positions in Å:
C: -1.451 0.988 -1.179
C: -2.341 1.003 -0.073
C: -0.060 0.780 -0.950
C: -1.834 0.744 1.151
C: 0.283 0.134 0.317
C: 2.528 -0.366 -0.332
N: -0.542 0.459 1.346
N: 1.584 0.074 0.660
N: -0.320 -1.675 -0.064
O: -0.549 -2.016 -1.244
O: -0.299 -2.415 0.905
H: -1.833 1.234 -2.142
H: -3.418 0.953 -0.424
H: 0.699 0.930 -1.721
H: -2.329 0.752 2.124
H: 2.284 -1.313 -0.951
H: 2.503 0.354 -1.081
H: 3.556 -0.394 -0.096
H: -0.182 0.309 2.290
H: 1.722 -0.535 1.463



[5]
H3NOP | ωB97M-V with the def2-TZVPD basis set

Calculated values
Relative energy (zero: lowest compared OMol25 entry of this formula, charge and spin): 93.9 kcal/mol
Highest occupied orbital energy: -2.4 eV
Charge: -1

Atoms and positions in Å:
N: -0.111 -0.645 0.980
O: -1.414 -1.090 0.669
P: -0.613 0.287 -0.280
H: -0.013 -0.503 2.019
H: -0.607 -0.753 -1.189
H: 0.692 0.803 -0.744



[6]
C2H7Cl2N2P | ωB97M-V with the def2-TZVPD basis set

Calculated values
Relative energy (zero: lowest compared OMol25 entry of this formula, charge and spin): 47.1 kcal/mol
Highest occupied orbital energy: -8.9 eV
Charge: 0
SMILES: CN(C)P(=N)(Cl)Cl

Atoms and positions in Å:
C: 0.960 -1.175 -0.726
C: 0.996 1.053 -0.210
N: -1.761 -0.053 1.991
N: 0.198 0.000 -0.758
P: -1.596 -0.065 0.448
Cl: -2.470 -1.642 -0.225
Cl: -2.334 1.512 -0.481
H: 2.050 -0.792 -1.048
H: 1.126 -1.600 0.359
H: 0.583 -1.955 -1.567
H: 0.399 2.062 0.056
H: 1.457 0.700 0.647
H: 1.587 1.419 -1.020
H: -1.195 0.536 2.533



Kohn-Sham gap for every record listed, in sequence, given in Eh: 0.143; 0.250; 0.194; 0.312; 0.282; 0.338.